# 1
{
  "formula": "C4H4O",
  "method": "ωB97M-V/def2-TZVPD",
  "symbols": ["C", "C", "C", "C", "O", "H", "H", "H", "H"],
  "positions_angstrom": [[-1.521, -0.275, -0.079], [0.927, -0.055, 0.610], [0.254, 1.076, -0.136], [-0.203, -0.462, -0.325], [-2.599, 0.078, 0.071], [1.886, -0.256, 0.190], [0.597, -0.168, 1.667], [0.879, 1.394, -0.993], [-0.220, -1.331, -1.005]],
  "atomic_forces_ev_per_a": [[-0.089, 2.686, 1.206], [-2.333, 1.675, 0.316], [0.474, -0.293, 0.213], [-0.730, -2.282, -1.140], [-0.098, -0.918, -0.214], [0.693, -0.898, 0.492], [1.204, -0.108, -0.755], [-0.478, -0.281, 0.177], [1.356, 0.419, -0.296]],
  "relative_energy_ev": 4.044,
  "total_energy_ha": -229.879341,
  "homo_ev": -7.86,
  "largest_force_ev_per_a": 2.946,
  "total_charge": 0
}

# 2
{
  "formula": "C33H40Cl2N5OPbSSb",
  "method": "ωB97M-V/def2-TZVPD",
  "symbols": ["Pb", "N", "C", "S", "N", "N", "C", "C", "C", "C", "C", "C", "C", "O", "H", "H", "H", "H", "H", "H", "H", "Cl", "C", "Cl", "H", "H", "C", "N", "C", "C", "C", "N", "C", "C", "H", "H", "H", "H", "H", "H", "H", "H", "H", "H", "H", "H", "H", "H", "H", "H", "C", "C", "C", "C", "C", "C", "Sb", "C", "C", "C", "C", "C", "C", "C", "C", "C", "C", "C", "C", "H", "H", "H", "H", "H", "H", "H", "H", "H", "H", "H", "H", "H", "H", "H"],
  "positions_angstrom": [[-1.500, 0.291, 0.345], [-0.488, 2.458, -3.814], [-0.872, 1.664, -2.756], [-0.789, 2.439, -1.197], [-1.265, 0.474, -3.062], [-1.713, -0.348, -2.035], [-2.075, -1.499, -2.497], [-2.637, -2.647, -1.831], [-2.895, -3.757, -2.655], [-3.482, -4.907, -2.182], [-3.861, -4.953, -0.838], [-3.632, -3.886, -0.003], [-2.985, -2.704, -0.452], [-2.740, -1.749, 0.383], [0.137, 3.211, -3.586], [-0.281, 1.951, -4.661], [-1.954, -1.613, -3.575], [-2.618, -3.686, -3.702], [-3.662, -5.748, -2.838], [-4.349, -5.838, -0.446], [-3.947, -3.912, 1.035], [-0.754, -1.811, 3.337], [-0.971, -3.296, 2.393], [0.290, -3.483, 1.174], [-1.922, -3.212, 1.885], [-0.916, -4.134, 3.075], [-4.900, 0.241, 0.630], [-3.918, 1.330, 0.517], [-4.206, 2.093, -0.702], [-4.012, 2.170, 1.717], [-2.868, 3.154, 1.889], [-1.585, 2.513, 2.150], [-0.501, 3.480, 2.037], [-1.527, 1.854, 3.447], [-5.910, 0.654, 0.749], [-4.659, -0.398, 1.478], [-4.868, -0.378, -0.264], [-5.230, 2.491, -0.672], [-4.105, 1.435, -1.564], [-3.496, 2.906, -0.830], [-4.065, 1.506, 2.580], [-4.962, 2.725, 1.702], [-3.129, 3.855, 2.700], [-2.757, 3.752, 0.981], [-0.590, 4.282, 2.787], [-0.504, 3.928, 1.043], [0.454, 2.974, 2.184], [-1.706, 2.555, 4.278], [-0.538, 1.412, 3.574], [-2.254, 1.046, 3.515], [5.688, 3.799, 0.223], [4.343, 4.133, 0.161], [3.378, 3.145, 0.307], [3.748, 1.816, 0.507], [5.100, 1.491, 0.563], [6.065, 2.478, 0.425], [2.192, 0.376, 0.670], [3.342, -1.290, 1.335], [3.325, -1.590, 2.695], [4.020, -2.685, 3.188], [4.732, -3.501, 2.319], [4.749, -3.214, 0.961], [4.059, -2.113, 0.473], [2.143, -0.133, -1.404], [1.577, -1.339, -1.808], [1.479, -1.660, -3.154], [1.939, -0.771, -4.114], [2.501, 0.435, -3.722], [2.603, 0.753, -2.375], [6.444, 4.567, 0.113], [4.043, 5.161, 0.001], [2.328, 3.414, 0.249], [5.403, 0.463, 0.721], [7.115, 2.217, 0.474], [2.751, -0.977, 3.380], [3.997, -2.907, 4.247], [5.268, -4.362, 2.698], [5.300, -3.850, 0.279], [4.072, -1.906, -0.593], [1.205, -2.043, -1.073], [1.034, -2.602, -3.450], [1.858, -1.018, -5.166], [2.865, 1.132, -4.467], [3.050, 1.697, -2.084]],
  "atomic_forces_ev_per_a": [[0.058, -0.149, 0.055], [-0.057, -0.040, -0.042], [0.027, -0.056, -0.060], [0.089, 0.027, 0.121], [0.027, 0.056, -0.016], [-0.112, -0.018, -0.056], [0.048, 0.098, -0.019], [-0.048, -0.010, 0.084], [0.004, -0.018, 0.012], [0.027, 0.026, -0.080], [-0.035, -0.029, 0.077], [0.029, 0.087, 0.000], [-0.064, -0.089, -0.045], [0.008, 0.019, -0.021], [0.018, 0.013, 0.006], [0.002, 0.006, 0.018], [0.016, 0.005, -0.011], [-0.005, -0.010, 0.003], [-0.002, 0.009, 0.001], [0.008, 0.004, -0.007], [-0.003, -0.025, -0.011], [0.051, 0.074, 0.124], [-0.021, 0.000, -0.010], [0.062, -0.004, -0.046], [-0.009, 0.014, -0.026], [-0.001, -0.017, 0.000], [0.015, 0.008, -0.021], [-0.001, -0.164, -0.036], [-0.011, 0.047, -0.040], [-0.043, 0.067, 0.023], [-0.031, 0.044, 0.000], [-0.018, 0.003, 0.020], [0.034, 0.068, -0.002], [-0.016, 0.017, 0.019], [0.006, -0.007, 0.001], [0.006, 0.020, -0.002], [0.004, 0.009, -0.009], [0.008, -0.006, 0.009], [-0.005, 0.005, -0.002], [-0.031, -0.014, 0.015], [0.006, -0.020, 0.019], [0.044, 0.022, -0.029], [-0.013, -0.034, 0.007], [0.014, -0.008, 0.011], [-0.003, -0.018, -0.010], [-0.002, 0.002, 0.031], [0.009, 0.000, -0.011], [0.005, 0.009, -0.028], [0.000, 0.001, 0.002], [-0.006, -0.007, -0.015], [0.008, 0.033, -0.006], [-0.002, -0.009, 0.000], [0.015, 0.045, -0.011], [0.055, 0.090, -0.026], [-0.015, -0.009, 0.036], [0.023, 0.015, -0.006], [-0.201, -0.036, 0.052], [0.013, 0.014, -0.001], [-0.010, -0.021, 0.012], [0.034, -0.035, 0.012], [-0.007, 0.004, 0.002], [0.021, -0.013, 0.002], [0.031, -0.030, -0.097], [0.032, 0.033, -0.031], [-0.051, -0.021, 0.012], [-0.013, -0.024, -0.046], [-0.014, -0.025, -0.018], [0.020, 0.013, -0.011], [0.003, 0.027, -0.002], [-0.004, -0.003, 0.001], [0.008, -0.002, -0.001], [-0.004, -0.007, 0.007], [0.017, -0.033, 0.001], [-0.007, -0.004, 0.000], [-0.009, 0.018, 0.009], [-0.001, -0.003, -0.009], [-0.004, 0.006, 0.006], [-0.003, -0.001, 0.010], [0.009, 0.005, 0.048], [-0.022, -0.025, 0.037], [0.002, 0.004, 0.004], [-0.002, 0.002, 0.010], [0.003, -0.007, 0.006], [-0.013, -0.018, -0.008]],
  "relative_energy_ev": 0.233,
  "total_energy_ha": -3382.179380,
  "homo_ev": -7.14,
  "largest_force_ev_per_a": 0.210,
  "total_charge": 0
}

# 3
{
  "formula": "C26H78O13S8",
  "method": "ωB97M-V/def2-TZVPD",
  "symbols": ["C", "C", "O", "H", "H", "H", "H", "H", "H", "C", "C", "O", "H", "H", "H", "H", "H", "H", "C", "C", "O", "H", "H", "H", "H", "H", "H", "C", "C", "O", "H", "H", "H", "H", "H", "H", "C", "C", "O", "H", "H", "H", "H", "H", "H", "C", "S", "O", "C", "H", "H", "H", "H", "H", "H", "C", "S", "O", "C", "H", "H", "H", "H", "H", "H", "C", "S", "O", "C", "H", "H", "H", "H", "H", "H", "C", "S", "O", "C", "H", "H", "H", "H", "H", "H", "C", "S", "O", "C", "H", "H", "H", "H", "H", "H", "C", "S", "O", "C", "H", "H", "H", "H", "H", "H", "C", "S", "O", "C", "H", "H", "H", "H", "H", "H", "C", "S", "O", "C", "H", "H", "H", "H", "H", "H"],
  "positions_angstrom": [[-0.385, -1.253, 4.387], [0.856, -2.159, 4.128], [1.684, -1.482, 3.352], [-1.216, -1.727, 4.939], [-0.831, -0.922, 3.258], [-0.104, -0.237, 4.924], [0.573, -3.094, 3.648], [1.327, -2.368, 5.192], [2.573, -1.757, 3.619], [-4.262, -2.514, -2.420], [-3.161, -1.563, -2.093], [-2.420, -1.400, -3.356], [-4.560, -2.997, -1.470], [-4.158, -3.167, -3.305], [-5.121, -1.950, -2.818], [-2.472, -2.230, -1.473], [-3.304, -0.394, -1.609], [-1.602, -1.524, -3.087], [-0.237, -5.912, 0.840], [1.146, -5.851, 0.166], [1.612, -4.655, -0.432], [-1.219, -6.056, 0.338], [-0.328, -5.065, 1.506], [-0.189, -6.664, 1.390], [1.213, -6.780, -0.689], [2.044, -6.253, 0.610], [2.535, -4.580, -0.695], [-0.584, 5.085, -1.934], [-1.462, 5.012, -3.265], [-0.670, 4.573, -4.338], [-0.008, 4.088, -1.762], [-1.127, 5.298, -1.015], [0.090, 5.822, -1.937], [-2.050, 6.014, -3.381], [-2.294, 4.211, -3.019], [-0.042, 3.964, -4.067], [-2.558, 2.908, -0.129], [-3.808, 2.299, 0.420], [-3.295, 1.787, 1.621], [-1.794, 2.420, -0.660], [-2.089, 3.486, 0.525], [-2.834, 3.715, -0.878], [-4.350, 1.386, -0.272], [-4.613, 3.141, 0.349], [-2.687, 1.220, 1.420], [3.850, -1.995, 0.710], [4.482, -2.901, 2.168], [4.081, -2.188, 3.475], [3.418, -4.335, 2.023], [2.884, -1.541, 0.935], [3.770, -2.814, -0.190], [4.615, -1.212, 0.571], [3.526, -5.113, 2.789], [3.773, -4.934, 1.290], [2.371, -4.195, 1.891], [-1.350, 6.027, 1.645], [-0.302, 4.999, 2.740], [-1.214, 4.861, 4.004], [-0.702, 3.554, 1.890], [-0.774, 6.007, 0.555], [-1.458, 7.039, 1.817], [-2.116, 5.609, 1.149], [-0.494, 3.729, 0.729], [-1.679, 3.271, 1.939], [0.038, 2.691, 2.260], [2.413, 2.392, 3.795], [3.446, 1.398, 2.791], [2.712, 1.205, 1.472], [4.674, 2.667, 2.459], [1.351, 1.972, 3.776], [2.181, 3.373, 3.482], [2.814, 2.491, 4.827], [4.194, 3.539, 2.057], [5.343, 2.230, 1.620], [5.404, 2.632, 3.331], [0.697, -3.379, -3.830], [-0.215, -3.181, -2.283], [-0.887, -1.858, -2.364], [-1.634, -4.289, -2.486], [1.175, -4.255, -3.718], [1.484, -2.495, -4.092], [0.023, -3.638, -4.444], [-1.101, -5.283, -2.324], [-2.326, -4.311, -3.394], [-2.573, -4.148, -1.637], [-3.552, -0.646, 3.081], [-2.445, -1.952, 2.380], [-2.298, -2.973, 3.488], [-3.620, -2.732, 1.326], [-4.379, -1.243, 3.752], [-4.049, 0.010, 2.360], [-2.793, 0.006, 3.501], [-4.180, -1.995, 0.481], [-4.330, -3.100, 2.030], [-3.025, -3.591, 0.786], [3.216, 3.718, 0.137], [3.333, 3.550, -1.660], [4.554, 4.432, -1.992], [3.832, 1.883, -1.703], [2.413, 3.089, 0.420], [2.724, 4.648, 0.569], [4.079, 3.491, 0.685], [3.027, 1.249, -1.485], [4.653, 1.589, -1.110], [4.009, 1.935, -2.772], [0.193, 0.520, -0.221], [-0.350, -0.034, 1.354], [-1.867, 0.265, 1.310], [-0.292, -1.785, 0.973], [-0.041, 1.662, -0.069], [-0.415, 0.340, -1.102], [1.351, 0.466, -0.336], [0.696, -2.114, 0.490], [-0.937, -1.764, 0.186], [-0.655, -2.303, 1.839], [1.220, 0.782, -5.609], [0.649, 0.645, -3.891], [0.872, 2.105, -3.402], [-1.103, 0.486, -4.360], [0.931, 1.729, -6.111], [0.997, -0.104, -6.273], [2.234, 0.595, -5.642], [-1.713, 0.750, -3.436], [-1.297, -0.523, -4.824], [-1.404, 1.391, -5.107]],
  "atomic_forces_ev_per_a": [[-0.443, 1.979, -1.284], [-2.621, -0.322, 4.102], [1.918, 1.891, -1.863], [0.640, 0.236, -0.378], [1.350, -0.708, 3.781], [-0.241, -2.037, -1.146], [-0.433, -0.477, 0.323], [-0.798, -0.001, -1.829], [0.781, 0.227, -0.590], [-2.955, 1.232, 0.062], [2.061, 0.847, -1.137], [-15.152, 2.395, -3.962], [-0.276, -0.292, -0.775], [0.961, -0.060, 0.909], [-0.241, -0.004, 0.582], [-1.360, 2.022, 0.068], [-0.231, -3.596, -0.976], [4.120, 0.377, -0.990], [0.376, 6.545, -3.982], [1.340, -3.535, -4.269], [-1.668, 1.340, -0.253], [1.122, 0.534, -0.772], [-0.229, 0.416, 0.215], [0.549, -6.788, 5.147], [-0.889, 2.293, 1.417], [-0.451, -0.148, 2.033], [-0.141, -0.934, 0.406], [-2.004, -3.914, -0.433], [-1.246, -0.954, 2.925], [-2.541, 2.974, -1.447], [-1.020, 1.501, -0.453], [-0.696, -0.374, -0.370], [2.915, 2.893, -0.650], [1.497, -1.699, -0.544], [1.311, 1.423, -0.629], [1.915, -2.133, 1.257], [-3.291, 1.703, -5.743], [-0.812, -1.493, -2.107], [-10.453, 8.181, 3.232], [0.611, -1.664, -0.505], [0.597, 1.698, 2.237], [-0.015, -0.813, 0.183], [1.622, 2.264, 1.581], [1.205, -1.613, 1.433], [5.268, -4.404, -1.817], [0.201, -1.612, -1.028], [-0.818, 0.202, 1.663], [1.229, -0.825, -1.752], [-0.391, -0.009, 2.377], [0.000, -0.109, -0.004], [0.413, 2.316, 2.140], [-0.467, -0.383, -0.474], [0.243, 0.981, 0.940], [1.219, -1.329, -3.280], [-0.697, 0.785, -0.115], [5.499, -0.405, -3.361], [-4.029, 1.226, 2.514], [2.337, 0.362, -1.548], [5.875, -1.902, -2.506], [-0.227, 0.565, 2.779], [-0.229, 1.888, 1.141], [-3.744, -2.016, -0.144], [0.383, -0.370, 2.626], [-2.327, -0.655, 1.379], [-1.734, 1.771, -0.817], [-2.230, -0.600, 1.705], [-0.246, -0.353, -1.480], [0.395, -0.291, 0.965], [2.801, -2.406, 0.061], [1.607, -0.282, 0.497], [0.528, 1.388, -0.999], [-0.326, -0.452, -0.581], [0.427, 0.577, 1.518], [-1.176, 0.590, 1.118], [-1.227, 0.916, -0.756], [4.147, 4.873, 3.738], [-0.422, 0.245, 0.676], [11.557, -1.790, 6.698], [-2.292, -2.185, 1.078], [2.516, -3.044, 0.701], [-2.410, -2.072, 0.786], [-4.989, -0.703, -5.570], [-1.196, 0.782, -0.196], [1.760, 0.371, 0.608], [3.452, -0.272, -1.830], [-1.666, -2.146, 0.664], [-4.080, 0.333, 2.719], [-0.196, -0.207, -0.956], [-0.323, 0.447, -3.992], [2.407, 1.739, -1.186], [0.037, -0.654, -0.068], [-0.500, -0.027, 1.120], [1.799, -1.939, 2.455], [-0.758, -0.665, 0.165], [-1.378, 1.475, 0.950], [-2.727, 1.902, -0.534], [1.452, 3.590, 1.555], [-1.493, -1.531, -0.087], [0.134, 0.526, -1.322], [-0.453, -1.540, 0.305], [1.167, -0.140, -1.286], [0.867, -0.170, -1.024], [-1.392, -0.792, 0.115], [1.237, 0.123, 0.525], [0.561, -1.142, -0.314], [1.775, 3.857, -0.103], [-0.443, 0.118, -0.729], [4.705, -3.110, -1.095], [4.278, -0.141, -0.054], [0.911, -1.809, -0.320], [0.008, -1.039, 0.111], [-2.210, -0.197, 0.179], [-0.999, 0.637, 1.194], [-2.347, -0.621, -2.123], [1.558, -0.864, -0.525], [-1.391, -1.299, -1.311], [-0.338, 2.770, -1.171], [-0.415, -2.166, -0.150], [-0.985, 2.745, -0.836], [0.078, -0.586, 0.699], [-1.003, 0.749, 0.781], [2.669, 0.659, 0.484], [0.830, -0.920, -1.203], [0.159, 1.398, 0.653], [1.107, -2.145, 1.452]],
  "relative_energy_ev": 7.211,
  "total_energy_ha": -5199.925909,
  "homo_ev": -8.14,
  "largest_force_ev_per_a": 15.844,
  "total_charge": 0
}